# 1
{"formula": "C16H42F3O8PtS6", "method": "wB97M-V/def2-TZVPD", "multiplicity": 3, "fmax_ha_per_bohr": 0.0522, "charge": 1, "s_squared": 2.0032, "species": ["Pt", "C", "O", "O", "C", "F", "F", "F", "C", "C", "H", "H", "H", "H", "H", "H", "C", "S", "O", "C", "H", "H", "H", "H", "H", "H", "C", "S", "O", "C", "H", "H", "H", "H", "H", "H", "C", "S", "O", "C", "H", "H", "H", "H", "H", "H", "C", "S", "O", "C", "H", "H", "H", "H", "H", "H", "C", "S", "O", "C", "H", "H", "H", "H", "H", "H", "C", "S", "O", "C", "H", "H", "H", "H", "H", "H"], "positions_angstrom": [[-0.224, 0.179, 0.348], [-0.073, -1.636, -2.576], [1.161, -1.036, -2.993], [-0.550, -1.085, -1.484], [-1.036, -1.704, -3.795], [-2.303, -1.896, -3.399], [-0.970, -0.611, -4.565], [-0.751, -2.754, -4.584], [1.976, -1.754, -3.896], [3.337, -1.079, -3.871], [3.798, -1.139, -2.885], [3.998, -1.527, -4.613], [3.194, -0.020, -4.089], [1.579, -1.717, -4.917], [2.036, -2.816, -3.627], [0.197, -2.689, -2.331], [4.625, -0.132, 0.301], [3.096, -0.119, 1.281], [1.942, -0.363, 0.362], [3.407, -1.738, 1.982], [4.593, 0.760, -0.325], [4.651, -1.047, -0.281], [5.415, 0.027, 1.033], [3.422, -2.587, 1.294], [2.610, -1.987, 2.684], [4.358, -1.809, 2.516], [-3.942, 2.926, -1.007], [-2.722, 1.708, -1.541], [-1.919, 1.409, -0.311], [-3.803, 0.293, -1.710], [-4.752, 2.925, -1.737], [-3.430, 3.878, -1.134], [-4.271, 2.691, 0.000], [-3.171, -0.599, -1.753], [-4.253, 0.278, -2.704], [-4.444, 0.104, -0.851], [0.581, -4.324, 1.885], [-0.617, -3.029, 2.221], [-0.066, -1.736, 1.687], [-1.803, -3.512, 0.964], [0.080, -5.264, 2.135], [1.312, -4.244, 2.692], [1.037, -4.364, 0.901], [-2.087, -4.539, 1.213], [-1.474, -3.487, -0.074], [-2.693, -2.890, 1.045], [1.277, 3.812, 3.122], [0.141, 2.397, 3.133], [0.275, 1.678, 1.834], [1.140, 1.407, 4.253], [0.820, 4.572, 2.487], [2.284, 3.693, 2.717], [1.418, 4.192, 4.134], [0.627, 0.473, 4.475], [1.306, 1.932, 5.195], [2.094, 1.249, 3.754], [2.344, 3.569, -1.837], [1.746, 1.871, -1.992], [0.693, 1.805, -0.917], [0.868, 2.026, -3.536], [2.374, 3.722, -0.758], [1.532, 4.219, -2.167], [3.286, 3.760, -2.340], [0.256, 1.134, -3.645], [1.577, 2.200, -4.343], [0.127, 2.831, -3.515], [-4.487, -0.626, 2.233], [-2.859, -0.440, 3.000], [-1.951, 0.208, 2.003], [-3.326, 0.894, 4.139], [-4.248, -1.291, 1.399], [-4.861, 0.293, 1.786], [-5.161, -1.120, 2.929], [-4.155, 1.438, 3.683], [-2.520, 1.624, 4.175], [-3.667, 0.537, 5.108]], "forces_ev_per_angstrom": [[0.9, -0.4, -2.5], [1.4, -1.3, 1.1], [-0.2, 0.4, -0.1], [-1.4, 1.0, 0.0], [0.3, -0.3, 0.6], [-0.3, 0.3, -0.1], [-0.4, 0.3, -0.1], [0.2, -0.1, -0.2], [0.2, 0.2, -0.1], [-0.2, -0.1, 0.0], [0.0, -0.1, 0.0], [0.1, 0.1, 0.0], [0.1, 0.0, -0.2], [-0.1, 0.0, 0.0], [0.0, 0.0, 0.2], [-0.1, -0.3, -0.6], [-0.8, 0.9, 0.2], [0.3, -1.0, -0.1], [0.8, -0.1, -0.3], [0.1, -1.0, 1.1], [0.0, -0.2, -0.2], [0.3, 0.0, 0.0], [0.2, -0.4, -0.1], [-0.1, 0.6, -0.7], [-0.1, 0.4, 0.1], [0.0, 0.5, 0.1], [0.4, -0.1, -0.9], [-0.1, -0.8, 0.1], [-0.9, 0.8, 0.2], [0.5, -1.0, -0.4], [-0.1, -0.2, 0.1], [-0.1, 0.1, 0.6], [0.0, 0.1, 0.1], [0.5, 0.4, 0.1], [-0.6, 0.4, 0.3], [-0.4, 0.6, -0.1], [0.0, -0.5, 1.2], [-0.1, 0.4, -1.7], [0.5, -0.7, 1.1], [-0.7, -0.9, 0.2], [-0.1, 0.0, -0.3], [0.3, 0.2, -0.3], [-0.2, 0.3, -0.1], [-0.2, 0.1, 0.0], [0.6, 0.3, 0.2], [0.1, 0.1, 0.1], [0.1, 0.6, -0.4], [0.7, -0.2, 0.3], [0.7, 1.1, 0.4], [0.0, 0.1, 0.4], [-0.2, 0.1, 0.2], [-0.2, -0.9, -0.1], [-0.4, 0.0, 0.1], [0.0, -0.1, -0.3], [-0.1, 0.1, 0.0], [0.0, -0.2, 0.0], [-1.0, 0.1, 0.4], [0.2, -0.3, 0.0], [0.0, 0.7, -0.3], [-0.7, 0.3, 0.0], [0.5, -0.1, 0.0], [0.2, 0.1, -0.3], [0.0, -0.1, 0.0], [0.6, -0.3, -0.2], [0.0, -0.3, -0.1], [0.4, 0.3, 0.3], [0.8, -0.5, -0.6], [-0.1, 0.5, 0.3], [-1.3, -0.1, 1.0], [-0.7, 0.4, -0.4], [-0.3, -0.2, 0.1], [0.0, 0.2, 0.4], [-0.1, 0.1, 0.0], [0.0, -0.1, 0.0], [0.3, -0.4, 0.3], [0.3, -0.1, 0.1]], "lowdin_spin": [1.623, 0.011, 0.000, 0.054, 0.003, 0.000, 0.000, 0.001, 0.000, 0.000, 0.000, 0.000, 0.000, 0.000, 0.000, 0.000, 0.007, 0.009, 0.044, 0.000, 0.000, 0.000, 0.001, 0.000, 0.000, 0.000, 0.007, 0.013, 0.042, -0.001, 0.001, 0.000, 0.000, 0.000, 0.000, 0.000, 0.003, 0.007, 0.023, 0.000, 0.001, 0.000, 0.000, 0.000, 0.000, 0.000, 0.007, 0.014, 0.037, 0.000, 0.000, 0.000, 0.001, 0.000, 0.000, 0.000, 0.008, 0.010, 0.063, 0.000, 0.000, 0.000, 0.001, 0.000, 0.000, 0.000, 0.000, 0.001, 0.007, 0.001, 0.000, 0.000, 0.000, 0.000, 0.000, 0.000]}


# 2
{"formula": "H30O15", "method": "wB97M-V/def2-TZVPD", "multiplicity": 1, "fmax_ha_per_bohr": 0.0520, "species": ["O", "H", "H", "O", "H", "H", "O", "H", "H", "O", "H", "H", "O", "H", "H", "O", "H", "H", "O", "H", "H", "O", "H", "H", "O", "H", "H", "O", "H", "H", "O", "H", "H", "O", "H", "H", "O", "H", "H", "O", "H", "H", "O", "H", "H"], "positions_angstrom": [[-1.781, 3.366, -1.895], [-2.128, 4.216, -1.533], [-1.725, 2.709, -1.222], [1.225, -3.091, -0.381], [0.692, -3.753, -0.859], [1.502, -2.438, -1.048], [-3.389, 0.670, 1.524], [-3.403, 1.521, 2.040], [-2.958, 0.673, 0.678], [4.328, -0.305, -0.871], [4.109, -1.215, -0.539], [3.468, 0.121, -1.029], [0.076, -0.442, 0.009], [-0.272, 0.440, -0.054], [0.978, -0.435, 0.429], [-2.673, 0.501, -1.200], [-3.440, 0.992, -1.499], [-2.994, -0.454, -1.129], [2.147, -0.919, 1.537], [1.949, -0.060, 1.852], [1.815, -1.455, 2.253], [-1.189, 0.027, 2.896], [-1.023, -0.821, 2.538], [-2.023, 0.263, 2.440], [2.197, 1.289, -0.695], [2.017, 2.151, -0.271], [1.425, 1.380, -1.260], [-1.854, -2.185, 1.015], [-1.119, -1.733, 0.592], [-2.618, -1.958, 0.520], [3.862, -2.804, -0.156], [3.436, -3.295, -0.859], [3.104, -2.429, 0.323], [1.532, 1.333, 2.771], [1.634, 2.116, 2.178], [0.584, 1.316, 3.073], [-0.786, -2.056, -2.566], [-0.508, -1.345, -1.963], [-1.543, -1.731, -3.033], [-1.164, 2.360, 0.948], [-0.886, 2.764, 1.788], [-2.073, 2.663, 0.950], [-0.080, 0.997, -2.641], [0.366, 0.525, -3.348], [-0.818, 0.528, -2.302]], "forces_ev_per_angstrom": [[-0.7, 1.8, -1.0], [0.5, -1.3, -0.1], [0.2, -0.4, 1.0], [-0.3, -0.3, -0.6], [0.2, 0.6, 0.2], [-0.5, -0.3, 0.2], [-1.5, 0.6, 2.1], [0.1, -1.2, -1.4], [0.6, 0.9, -0.7], [-0.5, -0.5, -0.1], [0.7, 1.0, -0.6], [0.7, -0.1, 0.3], [-0.1, -0.9, -0.4], [0.1, 0.7, 0.3], [-0.8, -0.2, -0.3], [-0.3, -2.2, 0.4], [-0.3, 0.2, -0.3], [0.7, 1.8, -0.2], [0.6, -1.9, -0.9], [0.1, 2.2, 0.9], [-0.2, -0.7, 0.2], [-0.2, 1.7, 0.8], [0.4, -1.6, -0.5], [0.4, -0.3, 0.3], [-1.1, 1.9, 0.6], [1.1, -0.4, 0.3], [-0.5, -1.0, -1.1], [0.5, -0.6, 0.9], [0.6, 0.3, -0.4], [-1.0, 0.1, -0.5], [0.0, 0.0, 0.5], [0.0, -0.3, -0.1], [0.3, -0.4, 0.3], [-1.0, 1.4, -0.2], [-0.2, -0.9, 0.9], [1.0, -0.3, -0.6], [0.6, -0.1, 0.6], [0.0, -0.3, 0.1], [-0.6, 0.3, -0.5], [0.1, 0.7, 0.6], [0.4, -0.4, -0.3], [-0.4, 0.0, -0.5], [1.4, 1.4, -0.2], [-0.3, -0.3, 0.0], [-1.0, -0.8, 0.1]], "nbo_charge": [-0.943, 0.471, 0.472, -0.959, 0.489, 0.473, -0.963, 0.481, 0.502, -1.003, 0.477, 0.470, -1.030, 0.480, 0.521, -0.974, 0.500, 0.495, -0.957, 0.498, 0.479, -1.005, 0.486, 0.484, -0.951, 0.465, 0.493, -0.962, 0.502, 0.445, -0.936, 0.474, 0.498, -0.959, 0.473, 0.511, -0.955, 0.487, 0.463, -0.939, 0.480, 0.459, -0.964, 0.491, 0.479]}


Taking the records one at a time from the top gives energy relative to the best compared isomer or geometry (same formula, charge and spin) values of 0.0; 229.4 kJ/mol.